ORCA calculation (ωB97M-V/def2-TZVPD) on a structure of composition C8H15CoO4S3 at a distorted geometry.

Total charge = +1
E_LUMO (alpha / beta) = -4.28 / -3.35 eV
Expectation value of S² = 0.7964
E_tot = -86853.857 eV
Kohn-Sham gap (alpha / beta) = 7.799 / 9.273 eV
Spin multiplicity = 2

Positions of all 31 atoms, in Å:
Co (-0.65, -0.54, -0.62)
C (2.12, -2.24, 0.26)
C (2.48, -1.37, -0.94)
S (1.52, 0.17, -1.21)
C (1.86, 1.28, 0.22)
C (1.28, 0.90, 1.57)
S (-0.54, 0.58, 1.51)
C (-0.73, -0.88, 2.60)
C (0.12, -2.09, 2.29)
S (0.30, -2.51, 0.50)
H (2.53, -1.84, 1.18)
H (2.54, -3.23, 0.10)
H (2.29, -1.92, -1.86)
H (3.53, -1.10, -0.90)
H (1.41, 2.22, -0.11)
H (2.94, 1.42, 0.29)
H (1.43, 1.73, 2.26)
H (1.77, 0.02, 1.99)
H (-1.79, -1.11, 2.51)
H (-0.54, -0.54, 3.62)
H (-0.34, -2.97, 2.74)
H (1.12, -2.00, 2.71)
O (-1.91, -1.19, -1.82)
O (-2.69, -0.32, -2.56)
C (-3.18, 3.14, -2.52)
O (-3.29, 1.75, -2.84)
C (-2.48, 0.93, -2.22)
O (-1.63, 1.27, -1.40)
H (-2.94, 3.27, -1.46)
H (-4.15, 3.58, -2.75)
H (-2.40, 3.60, -3.13)

These are the Mulliken partial charges, in e, on atoms 1 to 4: number 1, Co, carries 0.753; number 2, C, carries -0.634; number 3, C, carries -0.724; number 4, S, carries -0.085